1.
The following is a quantum chemistry calculation of a molecular structure, C5H9NO, from OMol25.

The geometry in ORCA input format:
```
! RIJCOSX wB97M-V def2-TZVPD def2/J DEFGRID3
* xyz 0 1
C -1.580 -0.647 -0.778
N 1.088 1.342 -0.985
C 1.144 -0.836 0.583
H 0.312 1.002 -1.534
C 1.021 1.034 0.367
C -1.227 -0.248 0.611
H 1.743 1.538 1.004
H -0.119 0.700 2.097
H -1.893 -0.583 1.395
H -1.822 0.214 -1.408
H -2.450 -1.303 -0.774
C -0.160 0.526 1.027
H -0.752 -1.175 -1.270
H 1.363 -1.251 1.572
H 1.953 1.060 -1.431
O 1.379 -1.373 -0.474
*
```

Frontier orbital gap   8.4 eV
E_HOMO   -7.4 eV
E_tot   -8865.50078 eV
ΔE to the lowest compared entry with this formula, charge and spin   85.6 kcal per mole
Largest force on an atom   0.06369 hartree/bohr

=====

2.
The following is a quantum chemistry calculation of 3 unconnected molecules or ions with the total composition CH2NO3P, from OMol25.

The geometry in ORCA input format:
```
! RIJCOSX wB97M-V def2-TZVPD def2/J DEFGRID3
* xyz -2 1
P 1.704 3.599 -0.058
O 0.737 4.571 -0.700
O 1.806 3.771 1.432
H -3.485 -4.831 -1.271
C 0.709 -0.807 0.554
O 0.828 0.071 -0.312
H -2.882 -4.686 -0.941
N 0.583 -1.689 1.296
*
```

Frontier orbital gap   7.2 eV
E_HOMO   -0.7 eV
E_tot   -17991.32208 eV
ΔE to the lowest compared entry with this formula, charge and spin   9.1 kcal per mole
Largest force on an atom   0.07461 hartree/bohr

=====

3.
The following is a quantum chemistry calculation of 2 unconnected molecules or ions with the total composition C4H12N2O, from OMol25.

The geometry in ORCA input format:
```
! RIJCOSX wB97M-V def2-TZVPD def2/J DEFGRID3
* xyz 0 1
C 1.464 -1.593 -0.454
H -0.455 -0.001 -2.352
H 1.084 0.908 1.669
H -3.133 1.555 0.613
H -2.000 0.536 -1.699
H -3.097 0.200 1.559
H -0.579 1.614 -1.584
H 1.590 -2.372 0.284
C 1.503 -0.257 -0.064
O -1.343 0.753 0.842
C -0.916 0.579 -1.557
C 1.776 0.126 1.364
N -0.535 0.016 -0.265
H -0.599 -1.067 -0.313
H 2.794 0.498 1.466
N -2.742 0.621 0.704
H 1.876 0.470 -0.780
H 1.614 -0.715 2.038
H 1.697 -1.872 -1.471
*
```

Frontier orbital gap   8.5 eV
E_HOMO   -7.5 eV
E_tot   -9364.59923 eV
ΔE to the lowest compared entry with this formula, charge and spin   152.1 kcal per mole
Largest force on an atom   0.06766 hartree/bohr
SMILES string   C=CC.CNON

=====

4.
The following is a quantum chemistry calculation of 2 unconnected molecules or ions with the total composition C5H6N9, from OMol25.

The geometry in ORCA input format:
```
! RIJCOSX wB97M-V def2-TZVPD def2/J DEFGRID3
* xyz 1 1
C -0.720 0.431 -2.966
N 0.767 0.693 2.393
N 0.480 -3.158 -0.658
H 0.661 -4.138 -0.530
H -2.590 -0.351 -0.433
N -0.482 1.085 2.075
H 2.628 0.060 4.758
N -1.712 -0.069 -2.253
N 1.691 0.355 4.503
N -0.370 -1.574 0.760
N -1.018 1.147 1.025
H -0.776 0.275 -4.034
H 0.980 2.054 -0.547
C 0.322 1.140 -2.376
H 1.133 1.518 -2.976
C -0.829 0.919 -0.286
N 1.346 0.500 3.381
C -1.792 0.138 -0.971
N 0.028 -2.437 0.158
C 0.254 1.413 -1.023
*
```

Frontier orbital gap (spin up / spin down)   7.1 / 7.1 eV
E_HOMO (spin up / spin down)   -13.0 / -13.0 eV
E_tot   -18677.21493 eV
ΔE to the lowest compared entry with this formula, charge and spin   0.0 kcal per mole
Largest force on an atom   0.10807 hartree/bohr